{"formula": "C13H20N8O8W", "method": "ωB97M-V/def2-TZVPD", "species": ["W", "O", "C", "C", "N", "C", "C", "O", "O", "C", "C", "O", "O", "H", "H", "H", "H", "H", "H", "H", "H", "H", "N", "N", "C", "N", "N", "N", "O", "O", "H", "H", "H", "H", "H", "N", "C", "O", "C", "C", "C", "C", "N", "C", "H", "H", "H", "H", "H", "H"], "coordinates": [[-0.23217, -0.68994, 0.19091], [1.64663, -1.71002, 0.69260], [1.77616, -2.70726, 1.76827], [0.93473, -2.15361, 2.88339], [-0.42370, -1.79005, 2.34910], [-1.29163, -2.97940, 2.19530], [-1.19408, -3.54528, 0.80254], [-1.33267, -4.57490, 0.31479], [-0.83879, -2.34647, -0.12237], [-1.02532, -0.73336, 3.20630], [-0.15141, 0.51684, 3.00263], [0.24712, 1.37997, 3.64080], [0.13855, 0.52281, 1.45534], [2.42998, -1.69528, 0.12217], [2.82405, -2.77588, 2.05706], [1.44626, -3.67307, 1.38365], [1.41090, -1.25803, 3.28649], [0.83628, -2.87131, 3.70062], [-2.33936, -2.70674, 2.34593], [-1.03608, -3.77388, 2.89931], [-1.01822, -0.99781, 4.26825], [-2.92613, -0.23951, 3.37984], [-2.01102, 2.73354, -0.44131], [-2.17833, 2.38377, -1.79153], [-1.90039, 1.17074, -2.21751], [-2.02446, 0.75700, -3.44411], [-1.45981, 0.20274, -1.24459], [-2.16747, 0.02001, -0.15428], [-3.24244, 0.39276, 0.13080], [-2.27571, -0.46418, 2.69319], [-2.91930, 2.99885, -0.06136], [-1.41056, 3.55460, -0.40027], [-2.55528, 3.06212, -2.45292], [-2.39427, 1.37100, -4.16577], [-1.56679, -0.10286, -3.79403], [1.38410, -1.49210, -6.03042], [0.71569, -1.13864, -4.94991], [-0.50797, -1.17149, -4.81769], [1.46794, -0.61351, -3.73249], [2.54865, 0.26335, -3.69686], [2.90513, 0.85751, -2.48291], [2.17515, 0.59363, -1.34506], [1.14348, -0.29614, -1.38364], [0.82656, -0.90167, -2.54690], [0.86789, -1.81463, -6.84150], [2.39055, -1.54127, -6.07441], [3.09165, 0.52426, -4.59903], [3.72843, 1.55885, -2.42836], [2.38372, 1.08182, -0.40064], [0.00046, -1.60188, -2.55029]], "orbital_gap_ev": 6.737, "total_charge": 4, "relative_energy_ev": 0.182, "total_energy_ha": -1612.8297, "homo_ev": -21.6}